Computed, not measured: a molecular structure, C15H38CaN7O7P in a non-equilibrium geometry, with ωB97M-V/def2-TZVPD.

Its LUMO energy (alpha / beta) is -0.05 / -1.15 eV. The calculation puts the HOMO-LUMO gap (alpha / beta) at 4.917 / 2.615 eV. The calculation puts the highest occupied orbital energy (alpha / beta) at -4.971 / -3.770 eV.

Atoms and positions in Å:
O -5.335 -1.170 -1.354
H -6.198 -1.300 -0.939
Ca -1.133 -0.972 -0.498
N -0.096 -2.958 0.722
N -2.168 -1.901 1.507
N -0.045 -0.272 -2.575
N -2.460 0.477 -1.975
O 0.907 -3.512 0.152
O 1.236 -0.658 -3.061
O -3.769 0.907 -1.760
O -3.291 -1.362 1.763
C -1.562 -2.656 2.476
C -0.314 -3.178 2.055
C -0.467 0.818 -3.204
C -1.816 1.238 -2.868
C 0.665 -3.839 2.954
H 1.498 -3.161 3.215
H 1.071 -4.742 2.478
H 0.184 -4.132 3.895
C -2.163 -2.806 3.825
H -3.190 -3.189 3.725
H -2.215 -1.824 4.330
H -1.588 -3.502 4.450
C 0.368 1.519 -4.211
C -2.398 2.417 -3.569
H 1.148 0.839 -4.560
H 0.842 2.412 -3.776
H -0.259 1.847 -5.046
H -3.275 2.803 -3.050
H -2.688 2.160 -4.597
H -1.639 3.204 -3.639
H 1.426 -1.517 -2.641
H -4.318 0.082 -1.586
C -4.649 -2.435 -1.445
H -4.208 -2.709 -0.479
H -3.856 -2.340 -2.200
H -5.344 -3.231 -1.767
O -1.354 -2.971 -1.824
H -1.311 -3.049 -2.803
H -0.876 -3.733 -1.431
C 2.940 -0.766 2.137
N 2.623 0.661 2.013
C 3.659 1.574 2.501
P 1.631 1.173 0.766
O 0.662 0.090 0.399
N 1.009 2.586 1.377
C 0.062 3.348 0.556
C 0.598 2.601 2.783
N 2.523 1.657 -0.556
C 3.424 0.650 -1.135
C 3.088 3.002 -0.623
H 2.156 -1.359 1.651
H 3.915 -1.026 1.687
H 2.965 -1.028 3.204
H 4.519 1.657 1.817
H 3.244 2.572 2.672
H 4.022 1.197 3.465
H -0.957 2.926 0.602
H 0.022 4.373 0.950
H 0.365 3.401 -0.493
H -0.392 2.139 2.924
H 1.324 2.068 3.398
H 0.551 3.645 3.116
H 3.535 0.889 -2.200
H 4.422 0.672 -0.658
H 3.008 -0.361 -1.040
H 2.306 3.760 -0.555
H 3.844 3.196 0.154
H 3.567 3.100 -1.606

Results of the Mulliken charge analysis, in e, for atoms 1 through 4:
1. O -0.5759
2. H 0.2933
3. Ca 2.0820
4. N 0.4383

Computed, not measured: C18H14N6O5 in the gas phase in a non-equilibrium geometry, with ωB97M-V/def2-TZVPD.

Its LUMO energy is -2.74 eV. The calculation puts the HOMO-LUMO gap at 4.264 eV. The calculation puts the highest occupied orbital energy at -7.003 eV.

Atoms and positions in Å:
N -4.399 -1.190 2.933
C -3.227 -0.979 2.798
C -1.865 -0.513 2.680
C -0.742 -1.520 2.331
C 0.520 -1.008 2.654
N 1.796 -1.670 2.859
O 2.156 -2.869 2.772
O 2.649 -0.776 3.177
N 2.070 0.550 3.292
C 0.755 0.314 3.042
C -0.306 1.309 3.244
N 0.006 2.704 3.488
O 1.142 3.211 3.512
O -0.968 3.470 3.675
C -1.622 0.834 3.124
H -1.841 -3.080 2.478
H -2.466 1.502 3.398
C -0.584 -7.200 8.233
O -1.363 -6.169 7.628
C -1.123 -5.897 6.335
C -1.639 -4.650 5.894
C -1.283 -4.203 4.652
C -0.480 -4.962 3.777
N -0.115 -4.362 2.593
C -0.772 -3.008 2.130
N -0.485 -3.186 0.737
C -0.801 -2.204 -0.264
C 0.082 -4.388 0.379
C 0.226 -5.119 1.485
C -0.066 -6.264 4.195
C -0.351 -6.706 5.481
H -0.911 -7.229 9.268
H -0.758 -8.175 7.770
H 0.491 -6.986 8.200
H -2.264 -4.008 6.523
H -1.649 -3.185 4.411
H -1.129 -1.227 0.189
H 0.106 -2.132 -0.909
H -1.578 -2.593 -0.970
H 0.372 -4.655 -0.674
H 0.532 -6.213 1.594
H 0.541 -6.903 3.552
H 0.062 -7.635 5.859

Results of the Mulliken charge analysis, in e, for atoms 1 through 4:
1. N -0.5796
2. C -0.6032
3. C 0.8026
4. C -0.1399

Number 1: E_tot -2523.16860 hartree. Number 2: E_tot -1398.59911 hartree.